No. 1
{
  "formula": "C3H7NO2",
  "method": "ωB97M-V/def2-TZVPD",
  "elements": ["C", "N", "C", "O", "C", "O", "H", "H", "H", "H", "H", "H", "H"],
  "positions_angstrom": [[2.13, 0.06, -0.10], [0.97, 0.55, -0.79], [-0.27, 0.57, -0.36], [-0.39, 0.03, 0.85], [-1.88, -0.31, 0.76], [-2.42, -0.92, -0.36], [3.01, 0.65, -0.31], [2.00, 0.07, 0.96], [2.35, -0.95, -0.39], [1.07, 0.93, -1.71], [-2.33, 0.66, 0.98], [-1.93, -1.03, 1.56], [-2.32, -0.30, -1.10]],
  "largest_force_ev_per_a": 2.550
}

=====

No. 2
{
  "formula": "C3H5NO2",
  "method": "ωB97M-V/def2-TZVPD",
  "elements": ["H", "N", "C", "O", "C", "C", "O", "H", "H", "H", "H"],
  "positions_angstrom": [[0.83, -0.91, 2.45], [0.51, -0.41, 1.63], [-0.28, -1.12, 0.95], [-0.88, -0.69, -0.17], [-0.61, 0.65, -0.55], [0.68, 0.76, -1.34], [0.97, 1.75, -1.97], [-0.60, -2.15, 1.16], [-0.53, 1.29, 0.33], [-1.44, 0.97, -1.18], [1.34, -0.13, -1.31]],
  "smiles": "[H]/N=C/OCC=O",
  "largest_force_ev_per_a": 0.541
}

=====

No. 3
{
  "formula": "C4H14N2O",
  "method": "ωB97M-V/def2-TZVPD",
  "elements": ["N", "C", "C", "C", "C", "N", "H", "H", "H", "H", "H", "H", "H", "H", "H", "H", "H", "H", "O", "H", "H"],
  "positions_angstrom": [[0.62, 2.63, -0.39], [1.11, 1.31, 0.12], [0.00, 0.38, 0.63], [-1.26, 0.40, -0.23], [-1.96, -0.99, -0.12], [-1.66, -1.84, -1.23], [-0.39, 2.64, -0.36], [0.78, 2.60, -1.40], [1.83, 1.52, 0.91], [1.60, 0.83, -0.72], [-0.17, 0.64, 1.68], [0.42, -0.62, 0.61], [-2.03, 1.15, -0.07], [-0.95, 0.41, -1.28], [-3.04, -0.88, -0.04], [-1.72, -1.40, 0.87], [-2.02, -2.78, -1.17], [-0.77, -1.83, -1.69], [2.64, -1.41, 1.06], [2.97, -2.29, 0.85], [2.34, -1.64, 1.95]],
  "smiles": "NCCCCN.O",
  "largest_force_ev_per_a": 2.041
}

=====

No. 4
{
  "formula": "CH3Cl3NP",
  "method": "ωB97M-V/def2-TZVPD",
  "elements": ["C", "N", "P", "Cl", "Cl", "Cl", "H", "H", "H"],
  "positions_angstrom": [[-1.55, 0.08, 0.06], [-0.26, 0.67, 0.29], [1.30, -0.03, -0.01], [2.49, 1.20, 0.96], [1.79, -1.78, 0.85], [2.27, -0.07, -1.88], [-2.20, 0.54, 0.85], [-1.73, -1.01, -0.15], [-2.11, 0.39, -0.98]],
  "smiles": "CN=P(Cl)(Cl)Cl",
  "largest_force_ev_per_a": 5.617
}

=====

So what do the calculations give for relative energy (zero: lowest compared OMol25 entry of this formula, charge and spin)? Going down the list: 75.5; 36.2; 38.1; 18.5 kcal per mole.
So what do the calculations give for highest occupied orbital energy? Going down the list: -8.526; -9.951; -8.767; -8.951 eV.
So what do the calculations give for E_LUMO? Going down the list: 0.03616; 0.03073; 0.02248; -0.02286 Ha.